Entry 1:
DFT (wB97M-V/def2-TZVPD) results for a 9-piece molecular cluster, C45H99N6O11 overall in a non-equilibrium geometry.

Each line ends with the Löwdin charge.
Positions of all 161 atoms, in Å:
O  -0.617  -6.362  0.462  0.065
O  -1.026  0.722  1.407  0.128
O  2.450  2.202  -3.605  -0.021
O  -0.351  -4.261  -3.422  0.087
O  0.496  2.345  1.315  0.044
O  0.687  1.372  3.647  -0.018
O  -1.090  2.699  3.834  0.029
O  0.164  2.164  5.622  0.079
O  0.072  -5.704  -1.930  0.067
O  -1.578  -4.167  -1.459  0.037
O  -1.069  2.073  -0.355  0.037
N  -0.749  -7.646  2.317  0.015
N  3.213  -0.648  -6.836  -0.254
N  3.584  -0.088  6.187  -0.244
N  -2.283  5.775  1.887  -0.237
N  -4.847  -2.345  -2.341  -0.296
N  3.556  2.520  -1.687  0.007
C  3.651  -1.483  -4.459  -0.151
C  3.420  -1.968  -7.459  -0.142
C  1.766  -0.465  -6.463  -0.108
C  -7.330  -0.564  -4.754  -0.105
C  3.928  -1.286  3.902  -0.226
C  3.704  0.365  -7.845  0.038
C  -1.353  7.012  3.962  -0.257
C  -2.903  6.078  0.492  -0.040
C  -3.134  3.533  1.897  -0.188
C  4.999  -0.363  6.590  0.030
C  -3.814  3.592  0.511  -0.126
C  -6.051  -1.602  -2.957  -0.095
C  1.409  3.700  -1.987  0.008
C  -5.329  -3.113  -1.129  -0.088
C  2.538  0.455  8.940  -0.153
C  2.494  2.782  -2.488  -0.482
C  3.494  1.421  8.241  -0.168
C  -5.928  -1.111  -4.445  -0.208
C  -5.852  -2.169  -0.034  -0.124
C  2.151  -1.345  -4.114  -0.169
C  1.304  -1.390  -5.352  -0.180
C  -0.401  -7.397  1.060  -0.514
C  2.568  -1.042  6.822  -0.072
C  -4.117  -0.554  -0.916  -0.196
C  2.619  -0.974  8.350  -0.148
C  3.408  -1.176  2.490  -0.109
C  4.081  -0.510  -5.510  -0.078
C  -1.166  8.359  4.615  -0.082
C  3.489  0.004  4.705  -0.134
C  -1.810  -6.934  3.029  -0.034
C  -0.121  2.071  4.277  -0.748
C  -3.710  -1.511  -1.942  -0.151
C  -4.304  -3.304  -3.286  -0.027
C  0.406  -8.496  0.407  0.026
C  -3.114  4.809  2.660  -0.134
C  -4.713  -1.174  0.322  -0.164
C  -2.148  7.101  2.681  -0.120
C  -0.548  1.716  0.727  -0.664
C  4.620  1.684  -2.121  -0.082
C  -0.867  5.210  1.796  0.006
C  4.940  -2.351  -7.617  -0.199
C  3.230  1.325  6.791  -0.101
C  5.152  -3.840  -8.097  -0.081
C  -3.030  4.713  -0.278  -0.143
C  -0.701  -4.698  -2.172  -0.649
H  3.469  1.315  -7.363  0.113
H  -0.546  2.618  6.092  0.117
H  1.158  3.521  -0.953  0.049
H  1.194  -8.005  -0.229  0.108
H  -3.165  -0.020  -0.724  0.128
H  1.660  0.532  -6.065  0.136
H  -3.580  -3.956  -2.753  0.100
H  -5.807  -1.901  -5.171  0.102
H  -7.431  -0.098  -5.692  0.065
H  -5.972  -3.945  -1.465  0.149
H  1.808  -1.637  8.674  0.128
H  3.455  -2.145  4.434  0.107
H  4.259  -1.268  -3.622  0.103
H  -0.047  6.003  1.601  0.152
H  -3.543  -0.897  -2.862  0.156
H  -3.624  4.881  -1.137  0.097
H  -2.857  -2.131  -1.609  0.141
H  4.560  -4.515  -7.439  0.078
H  -2.726  -7.114  2.432  0.100
H  3.088  0.329  -8.764  0.128
H  1.293  -0.552  -7.402  0.125
H  5.175  -0.508  -5.761  0.145
H  2.708  -2.032  6.394  0.127
H  5.037  -1.523  3.976  0.125
H  -0.669  0.642  2.363  0.147
H  -5.231  -0.287  -4.676  0.119
H  4.758  0.226  -8.016  0.096
H  -6.095  -2.800  0.782  0.109
H  2.992  -2.801  -6.897  0.117
H  -6.926  -2.354  -2.968  0.165
H  -6.737  -1.608  -0.250  0.106
H  4.273  0.688  -2.186  0.055
H  -4.836  3.910  0.504  0.108
H  -2.053  4.333  -0.592  0.090
H  3.860  -0.275  1.959  0.100
H  0.660  2.110  2.340  0.087
H  2.208  1.459  6.539  0.096
H  -2.137  6.630  -0.118  0.150
H  -1.562  7.803  2.041  0.144
H  5.621  0.404  6.144  0.122
H  4.146  0.859  4.391  0.153
H  -2.713  4.571  3.637  0.119
H  -1.906  -7.342  4.037  0.089
H  -0.363  6.582  3.743  0.109
H  -1.407  -5.863  2.998  0.114
H  -7.630  0.167  -4.026  0.071
H  -8.091  -1.381  -4.711  0.100
H  0.266  -1.002  -5.186  0.139
H  3.980  0.505  -5.161  0.112
H  3.560  2.966  -0.757  0.158
H  3.505  -1.461  8.763  0.117
H  5.389  1.648  -1.375  0.088
H  2.844  -2.068  -8.370  0.142
H  -3.199  7.453  2.720  0.145
H  -2.094  8.762  5.019  0.089
H  1.966  -0.401  -3.576  0.109
H  -0.715  4.635  2.651  0.055
H  3.715  2.124  6.250  0.139
H  -5.025  -0.385  0.986  0.109
H  -5.076  -4.007  -3.761  0.150
H  3.400  -2.034  1.798  0.084
H  -4.397  -3.563  -0.805  0.129
H  -4.123  5.168  2.804  0.144
H  -2.134  3.146  1.902  0.056
H  5.470  -1.692  -8.297  0.101
H  -0.449  8.274  5.432  0.087
H  0.476  3.534  -2.484  0.077
H  -3.684  2.741  2.486  0.149
H  -3.804  -2.799  -4.085  0.099
H  4.721  -3.968  -9.077  0.066
H  1.595  4.751  -2.079  0.082
H  0.153  -4.986  -3.794  0.109
H  -0.760  9.035  3.899  0.070
H  3.273  2.447  8.436  0.126
H  -0.221  -9.102  -0.229  0.095
H  -4.889  0.159  -1.319  0.132
H  -0.711  4.524  0.952  0.079
H  2.476  0.251  4.391  0.096
H  -1.771  6.294  4.659  0.111
H  6.208  -4.209  -8.001  0.099
H  1.801  -2.191  -3.443  0.131
H  -0.102  -5.986  -0.821  0.138
H  5.094  -0.253  7.649  0.082
H  -3.845  6.579  0.794  0.141
H  -6.399  -0.802  -2.257  0.126
H  2.356  -0.868  2.589  0.066
H  -0.569  -8.566  2.621  0.126
H  0.987  -9.099  1.085  0.081
H  5.286  -1.315  6.206  0.099
H  -3.924  -1.699  0.898  0.131
H  3.747  -2.504  -4.739  0.106
H  4.993  1.936  -3.113  0.093
H  1.156  -2.426  -5.806  0.132
H  1.491  0.744  8.761  0.123
H  -3.637  2.700  -0.020  0.077
H  4.508  1.244  8.564  0.114
H  1.682  -0.609  6.389  0.130
H  2.682  0.414  10.027  0.126
H  5.483  -2.431  -6.690  0.092

The gap between HOMO and LUMO comes out at 9.903 eV. As for the net charge: +3.

Entry 2:
DFT (wB97M-V/def2-TZVPD) results for C22H30Cl3MnN6O4Si as an isolated structure in a non-equilibrium geometry.

Each line ends with the Löwdin charge.
Positions of all 67 atoms, in Å:
Mn  1.446  0.316  -0.536  0.713
Cl  1.562  -2.170  -5.192  0.560
Cl  1.134  0.704  -5.317  0.556
Cl  3.847  -0.336  -5.192  0.628
Si  -1.267  1.038  0.172  0.527
O  5.332  0.316  -1.674  -0.001
O  1.446  0.316  -2.441  -0.157
O  3.562  0.316  -2.716  -0.145
O  2.866  -1.455  -2.442  -0.103
N  4.141  0.316  -1.674  -0.455
N  5.208  0.316  1.106  0.105
N  1.457  0.316  1.450  -0.121
N  3.406  0.316  -0.525  0.078
N  2.839  0.316  1.771  0.010
N  0.171  -1.243  -0.536  -0.250
C  2.155  -0.568  -3.016  -0.863
C  -1.329  1.018  2.062  -0.276
C  -4.979  2.078  -1.530  -0.107
C  -3.103  3.267  0.154  -0.084
C  -1.436  0.951  4.876  -0.186
C  -0.223  1.412  2.834  -0.173
C  -0.279  1.380  4.230  -0.122
C  -5.195  3.368  -1.053  -0.115
C  0.437  -2.129  -1.676  -0.193
C  -0.254  -4.080  -0.191  -0.197
C  -2.540  0.554  4.128  -0.147
C  2.165  -0.581  -4.588  -1.366
C  0.171  1.938  -0.536  -0.217
C  -1.218  -0.743  -0.539  -0.179
C  -2.489  0.585  2.733  -0.149
C  3.832  0.316  0.730  -0.332
C  0.787  -3.392  0.682  -0.150
C  0.539  -1.878  0.748  -0.172
C  -3.825  1.377  -1.168  -0.101
C  -4.258  3.961  -0.211  -0.099
C  -0.298  -3.469  -1.592  -0.159
C  -2.867  1.961  -0.320  -0.217
H  1.012  -0.532  1.841  0.074
H  0.157  -4.164  -2.308  0.114
H  -5.709  1.616  -2.190  0.093
H  -0.219  -1.694  1.519  0.141
H  0.700  1.744  2.360  0.067
H  -1.572  -0.645  -1.572  0.119
H  1.789  -3.589  0.282  0.124
H  0.585  1.689  4.813  0.085
H  -1.917  -1.405  -0.017  0.122
H  -1.241  -3.979  0.278  0.106
H  -0.050  -5.154  -0.255  0.105
H  0.507  2.928  -0.166  0.049
H  -1.477  0.928  5.961  0.070
H  -1.344  -3.351  -1.900  0.103
H  0.764  -3.813  1.694  0.116
H  5.451  0.316  2.107  0.080
H  0.189  -1.628  -2.620  0.113
H  -3.446  0.221  4.630  0.084
H  5.995  0.316  0.451  0.083
H  1.454  -1.397  1.113  0.085
H  1.519  -2.309  -1.733  0.099
H  -3.373  0.272  2.179  0.084
H  1.012  1.164  1.841  -0.040
H  -6.092  3.911  -1.337  0.092
H  -0.283  0.316  -0.536  0.013
H  -2.389  3.757  0.815  0.108
H  -4.425  4.968  0.165  0.095
H  3.128  0.316  2.762  0.140
H  -3.695  0.374  -1.566  0.087
H  0.032  2.114  -1.623  0.048

The gap between HOMO and LUMO (spin up / spin down) comes out at 3.565 / 6.468 eV. As for the net charge: -1. As for the spin multiplicity: 6.

Entry 3:
DFT (wB97M-V/def2-TZVPD) results for C4H17BeN8O5 as an isolated structure in a non-equilibrium geometry.

Each line ends with the Löwdin charge.
Positions of all 35 atoms, in Å:
O  17.176  -2.206  2.464  0.400
O  12.119  -3.363  2.465  -0.116
O  10.551  -4.577  -0.569  0.060
O  17.471  -7.720  -0.425  0.455
O  14.128  -5.609  1.693  -0.420
N  17.015  -6.746  1.471  0.248
N  10.880  -1.833  1.435  0.254
N  12.765  -4.694  -1.112  0.154
N  16.527  -3.619  0.827  0.255
N  11.448  -3.732  -2.432  0.158
N  15.457  -7.176  0.003  0.254
N  13.061  -1.787  1.438  0.196
N  15.663  -3.830  2.788  0.228
C  11.978  -2.360  1.706  -0.795
C  16.670  -7.300  0.329  -0.658
C  11.541  -4.286  -1.214  -0.745
C  16.506  -3.169  2.046  -0.597
Be  12.233  -5.811  3.159  0.826
H  14.959  -6.794  0.794  0.057
H  17.045  -2.981  0.240  0.156
H  15.686  -4.090  0.526  0.122
H  12.343  -3.379  -2.740  0.093
H  17.937  -6.622  1.864  0.158
H  15.549  -3.362  3.675  0.158
H  14.946  -7.596  -0.760  0.172
H  13.914  -2.068  1.899  0.101
H  13.514  -5.145  1.091  -0.064
H  13.311  -4.473  -1.932  0.116
H  10.707  -3.240  -2.910  0.131
H  10.720  -1.070  0.793  0.155
H  13.001  -5.395  -0.425  0.083
H  16.309  -6.336  2.066  0.106
H  10.152  -2.482  1.696  0.152
H  13.262  -1.151  0.680  0.136
H  15.003  -4.512  2.442  0.014

The gap between HOMO and LUMO (spin up / spin down) comes out at 7.617 / 3.010 eV. As for the net charge: +2. As for the spin multiplicity: 2.

Entry 4:
DFT (wB97M-V/def2-TZVPD) results for C36H35GeN3Pd as an isolated structure.

Each line ends with the Löwdin charge.
Positions of all 76 atoms, in Å:
Pd  -0.025  -0.984  -0.030  0.799
Ge  -1.653  1.232  1.246  0.838
N  1.090  -1.807  -4.686  -0.162
N  0.613  -1.421  -2.201  -0.254
N  2.322  -0.367  0.414  0.065
C  2.138  3.831  2.509  -0.101
C  -4.222  1.386  -2.111  -0.088
C  0.991  -0.375  -4.412  -0.148
C  -0.464  -2.233  -2.809  -0.151
C  2.992  0.777  0.328  -0.143
C  4.854  -0.136  1.465  -0.059
C  -0.167  -2.455  -4.313  -0.151
C  0.696  -2.654  0.739  -0.239
C  -0.116  2.361  1.720  -0.280
C  2.866  -1.421  1.040  -0.220
C  -3.059  1.516  2.580  -0.285
C  4.153  -1.322  1.576  -0.008
C  -3.695  1.227  -0.838  -0.119
C  -0.970  -0.610  1.505  -0.250
C  -3.956  1.035  4.771  -0.091
C  -3.471  1.999  -3.106  -0.096
C  1.895  -2.134  -2.368  -0.147
C  -4.074  2.452  2.393  -0.117
C  -1.664  2.271  -1.541  -0.146
C  -2.189  2.444  -2.816  -0.106
C  -5.022  2.679  3.382  -0.095
C  -4.962  1.971  4.574  -0.099
C  -2.407  1.667  -0.526  -0.295
C  0.145  3.617  1.176  -0.116
C  -3.014  0.808  3.778  -0.114
C  2.169  -2.371  -3.874  -0.148
C  1.863  -5.015  1.680  -0.093
C  0.529  -5.002  1.297  -0.091
C  1.885  2.588  3.072  -0.097
C  0.688  -0.131  -2.912  -0.152
C  -0.047  -3.827  0.838  -0.119
C  4.267  0.948  0.833  -0.063
C  2.045  -2.660  1.128  -0.189
C  1.265  4.346  1.562  -0.094
C  2.607  -3.852  1.596  -0.046
C  0.770  1.862  2.679  -0.124
H  -1.595  2.925  -3.584  0.102
H  0.202  0.042  -5.041  0.116
H  5.851  -0.057  1.882  0.108
H  3.645  -3.886  1.897  0.095
H  3.107  -1.905  -4.180  0.116
H  -3.882  2.130  -4.098  0.099
H  -0.521  -3.170  -2.254  0.110
H  4.604  -2.158  2.088  0.100
H  -1.404  -1.700  -2.655  0.111
H  -1.094  -3.819  0.564  0.090
H  -0.067  -5.903  1.366  0.101
H  -0.268  0.377  -2.777  0.089
H  -0.963  -2.042  -4.934  0.116
H  -5.700  2.147  5.347  0.098
H  2.673  -1.528  -1.905  0.106
H  2.558  2.180  3.816  0.104
H  -5.806  3.408  3.222  0.099
H  -4.129  3.016  1.468  0.096
H  -0.539  4.055  0.460  0.092
H  -0.650  2.603  -1.347  0.087
H  1.931  0.096  -4.707  0.116
H  4.770  1.901  0.744  0.105
H  3.007  4.402  2.814  0.099
H  1.446  5.322  1.130  0.099
H  -0.085  -3.518  -4.545  0.116
H  2.244  -3.437  -4.098  0.116
H  1.461  0.471  -2.429  0.108
H  2.471  1.598  -0.155  0.110
H  -5.223  1.034  -2.328  0.102
H  1.828  -3.069  -1.811  0.115
H  0.593  0.885  3.118  0.092
H  2.321  -5.923  2.047  0.100
H  -3.910  0.477  5.698  0.099
H  -4.300  0.750  -0.074  0.102
H  -2.247  0.054  3.924  0.080

The gap between HOMO and LUMO (spin up / spin down) comes out at 6.850 / 6.888 eV. As for the net charge: 0.

Entry 5:
DFT (wB97M-V/def2-TZVPD) results for a 2-piece molecular cluster, CH4INO overall in a non-equilibrium geometry.

Each line ends with the Löwdin charge.
Positions of all 8 atoms, in Å:
I  -1.906  -0.115  0.368  0.934
O  1.182  -0.190  0.278  -0.232
N  0.866  -1.386  -0.027  -0.124
C  -0.477  1.236  -0.064  -0.586
H  0.010  -1.632  0.395  -0.066
H  0.974  -1.624  -0.992  0.093
H  -0.295  1.721  0.905  -0.032
H  -0.354  1.992  -0.863  0.011

The gap between HOMO and LUMO (spin up / spin down) comes out at 8.024 / 8.209 eV. As for the net charge: 0.

Entry 6:
DFT (wB97M-V/def2-TZVPD) results for a 2-piece molecular cluster, C2H5N2O2 overall in a non-equilibrium geometry.

Each line ends with the Löwdin charge.
Positions of all 11 atoms, in Å:
O  -1.189  -0.576  0.157  -0.130
O  0.868  -0.255  1.129  -0.158
N  -0.640  -1.662  2.123  0.065
N  1.132  2.191  -1.950  -0.007
C  -0.332  -0.747  1.077  -0.806
C  0.147  1.380  -1.871  -0.120
H  -1.413  -2.245  1.867  0.044
H  1.691  2.243  -1.146  -0.010
H  -0.015  0.722  -1.043  0.010
H  -0.386  1.169  -2.818  0.053
H  0.136  -2.219  2.476  0.061

The gap between HOMO and LUMO comes out at 8.672 eV. As for the net charge: -1.

Record order is preserved below.
Energy above the lowest of the compared OMol25 structures with the same formula, charge and spin: 0.0 596.1 158.4 25.2 286.5 67.7 kJ/mol